C22H27N3O2 | wB97M-V/def2-TZVPD

Output
- Multiplicity: 1
- Charge: 0
- LUMO level: -0.15 eV
- Orbital gap: 0.240 Eh
- SMILES: CC(C)(C)OC(=O)/N=C/c1ccccc1.C=C1N(C)c2ccccc2N1C

Last column: Löwdin charge in e.
Cartesian coordinates (Å):
C 2.05787 0.80163 2.21576  -0.0188
C 1.00661 0.68629 3.32734  -0.5693
C 1.02854 -0.68501 4.01510  -0.0218
C 1.25390 1.77219 4.37621  -0.0284
O -0.30878 0.94361 2.77892  0.0509
C -0.70174 0.04696 1.82955  -0.5161
O -0.02515 -0.88994 1.46630  0.0501
N -1.97232 0.24691 1.31466  0.1735
C -2.58826 -0.76816 0.87925  -0.0859
C -3.91181 -0.69177 0.31853  -0.2043
C -4.53836 -1.83723 -0.15776  -0.0336
C -5.79473 -1.76661 -0.71542  -0.0798
C -6.44472 -0.55066 -0.80380  -0.0802
C -5.83673 0.59698 -0.33338  -0.0729
C -4.57851 0.52660 0.22507  -0.0186
H 1.99934 1.78992 1.76473  0.0872
H 3.06909 0.67242 2.59928  0.0918
H 1.86899 0.06562 1.43436  0.0725
H 0.26959 -0.71242 4.79420  0.0884
H 0.80581 -1.47487 3.29907  0.0750
H 1.98974 -0.88763 4.48488  0.0906
H 0.48440 1.71679 5.14365  0.0851
H 2.23071 1.66445 4.84571  0.0901
H 1.18969 2.75200 3.90788  0.0851
H -2.08922 -1.72216 0.92087  0.1287
H -4.01739 -2.77562 -0.08534  0.1115
H -6.26637 -2.66323 -1.08449  0.1039
H -7.42867 -0.49948 -1.23995  0.1035
H -6.34504 1.54610 -0.40656  0.1050
H -4.08580 1.40972 0.59294  0.1114
C -0.89092 0.02727 -2.11139  0.0340
C 0.45088 0.02862 -2.16130  -0.3037
N 1.29328 -1.10079 -2.18880  -0.0318
C 0.81607 -2.47722 -2.17759  -0.0178
C 2.64372 -0.67522 -2.17833  -0.1391
C 3.84436 -1.37479 -2.16087  -0.0305
C 5.03111 -0.66685 -2.14117  -0.1094
C 5.03193 0.72418 -2.13973  -0.1098
C 3.84504 1.43212 -2.15598  -0.0322
C 2.64385 0.73304 -2.17435  -0.1409
N 1.29292 1.15883 -2.17518  -0.0344
C 0.81368 2.53516 -2.17700  -0.0206
H -1.43937 0.94169 -2.06450  0.0345
H -1.43771 -0.88878 -2.07756  0.0305
H 1.64651 -3.17602 -2.21913  0.0796
H 0.25098 -2.66006 -1.26670  0.0850
H 0.17079 -2.65296 -3.03586  0.0897
H 3.83758 -2.44989 -2.16061  0.0966
H 5.96915 -1.19853 -2.12718  0.0966
H 5.97082 1.25493 -2.12696  0.0966
H 3.83896 2.50714 -2.15449  0.0961
H 1.64257 3.23580 -2.22091  0.0788
H 0.17194 2.70199 -3.03941  0.0897
H 0.24116 2.72692 -1.27257  0.0881

Forces on the atoms, in the same order (eV/Å):
-0.225 -0.065 -0.170
1.294 -0.251 0.492
-0.223 -0.084 -0.165
-0.580 0.002 -0.335
-0.813 -0.672 -1.138
0.643 -0.856 0.312
0.101 0.112 -0.210
-0.664 1.780 0.626
0.707 0.066 0.282
-0.739 0.190 -0.413
0.370 0.059 0.163
-0.199 -0.229 -0.124
-0.185 -0.119 -0.093
0.050 0.196 0.051
0.096 0.147 0.043
-0.004 0.181 -0.021
-0.044 -0.055 0.158
0.268 0.100 0.152
-0.099 0.050 0.134
0.225 0.045 0.235
0.102 0.162 -0.063
-0.023 0.020 0.127
0.000 -0.123 -0.113
0.057 0.129 -0.002
0.051 -0.664 0.005
0.083 -0.307 -0.014
-0.087 -0.104 -0.051
-0.164 0.007 -0.080
-0.036 0.101 0.009
0.098 0.168 0.088
0.315 0.026 -0.054
0.738 -0.044 0.072
0.839 0.546 -0.036
0.002 0.784 0.060
-0.657 0.187 0.027
-0.933 -0.096 -0.023
0.264 0.464 -0.006
0.263 -0.472 -0.009
-0.945 0.103 -0.025
-0.619 -0.183 0.041
0.828 -0.517 -0.048
0.020 -0.796 0.040
-0.190 0.384 0.001
-0.179 -0.397 -0.023
0.123 0.149 -0.004
-0.096 -0.075 0.151
-0.087 -0.038 -0.109
0.078 -0.272 0.007
0.093 -0.082 0.003
0.082 0.079 0.007
0.076 0.279 0.011
0.125 -0.154 0.001
-0.094 0.045 -0.107
-0.106 0.087 0.136

***

C5H12BN2O2 | wB97M-V/def2-TZVPD

Output
- Multiplicity: 1
- Charge: +1
- LUMO level: -4.84 eV
- Orbital gap: 0.338 Eh
- SMILES: COB(O)[C@H]1C=[NH+][C@@H](N)C1

Last column: Löwdin charge in e.
Cartesian coordinates (Å):
C 3.02765 0.29130 -0.57443  -0.0637
O 2.25640 1.48061 -0.79606  0.0462
B 1.18895 1.62403 0.08701  -0.5188
O 1.03908 2.85650 0.77206  0.1469
C 0.06237 0.50040 0.34738  -0.1359
C -1.34060 0.91142 0.83207  0.1029
N -2.10424 -0.12249 0.65299  0.1413
C -1.42939 -1.28930 0.01867  -0.3171
N -2.32750 -2.05076 -0.86335  0.0726
C -0.31499 -0.53858 -0.79227  -0.0322
H 4.06347 0.52275 -0.25276  0.1101
H 3.12109 -0.22816 -1.55457  0.1076
H 2.58630 -0.42123 0.15287  0.0882
H 1.01553 2.72697 1.72338  0.1043
H 0.46249 -0.14250 1.17493  0.1646
H -1.61398 1.88656 1.26861  0.1762
H -3.08423 -0.08432 0.92578  0.1850
H -0.96796 -1.99055 0.74698  0.1706
H -2.15207 -3.02925 -0.63956  0.0921
H -3.30420 -1.90538 -0.60910  0.0834
H -0.78644 0.08913 -1.56907  0.1454
H 0.60227 -1.08713 -1.05155  0.1302

Forces on the atoms, in the same order (eV/Å):
0.670 -0.922 -1.203
-1.231 -0.314 1.809
0.499 1.742 -0.209
0.339 -1.458 -0.879
-0.037 -0.057 0.165
1.759 -1.433 -0.612
-0.039 1.259 0.626
0.391 -0.540 -2.188
0.020 0.098 1.124
-0.248 1.224 2.231
-0.761 0.198 -0.015
-0.069 0.200 0.673
0.123 0.482 -0.269
-0.240 0.262 0.186
-0.205 0.431 -0.151
-0.234 -0.723 -0.231
0.067 -0.374 -0.080
-0.255 0.876 0.161
-0.189 0.048 -0.402
0.098 0.012 -0.222
0.365 -0.936 -0.210
-0.824 -0.076 -0.306

***

C49H60ILaN6O9S2 | wB97M-V/def2-TZVPD

Output
- Multiplicity: 1
- Charge: -2
- LUMO level (alpha / beta): 3.02 / 3.02 eV
- Orbital gap (alpha / beta): 0.211 / 0.211 Eh

Last column: Löwdin charge in e.
Cartesian coordinates (Å):
La 0.83456 0.39896 -0.02545  1.7848
C 0.86803 5.04860 -4.04499  -0.0862
C 1.10963 3.79054 -4.88278  -0.2006
C 1.54012 2.63311 -4.03772  -0.1421
C 2.79926 2.16650 -3.83222  -0.1522
C 4.07452 2.63094 -4.46022  -0.1957
C 4.55604 1.71316 -5.58569  -0.0947
C 2.68541 1.09810 -2.85789  -0.3190
C 3.75911 0.38391 -2.34556  0.0331
C 3.72118 -0.67426 -1.43586  -0.2459
C 4.85835 -1.46175 -1.01341  -0.1312
C 6.28223 -1.21905 -1.40603  -0.1967
C 6.62951 -1.81994 -2.76996  -0.0951
C 4.36522 -2.46007 -0.22514  -0.1325
C 2.93429 -2.25933 -0.15729  -0.2560
C 2.02953 -3.07360 0.53198  0.0465
C 0.64781 -2.95629 0.58828  -0.2600
N -0.07811 -1.97026 -0.01176  -0.0148
C -1.38370 -2.28132 0.15970  -0.2553
C -2.45430 -1.57246 -0.39538  0.0254
C -2.39264 -0.44716 -1.21201  -0.2592
N -1.25688 0.21546 -1.54699  -0.0097
C -1.61419 1.19029 -2.42335  -0.2464
C -0.72311 1.98144 -3.13604  0.0419
C 0.66704 1.84344 -3.18679  -0.2741
N 1.38489 0.93411 -2.48697  -0.0399
C -3.06159 1.20065 -2.59920  -0.1287
C -3.54343 0.17133 -1.85696  -0.1265
C -4.95745 -0.29918 -1.72782  -0.1883
C -5.27462 -1.49332 -2.63111  -0.0890
C -3.81556 2.14545 -3.48083  -0.1936
C -3.90456 1.66707 -4.93151  -0.0896
C -1.50892 -3.48988 0.95903  -0.1435
C -0.24336 -3.89973 1.24042  -0.1357
C 0.19130 -5.07694 2.05480  -0.1954
C 0.38895 -6.34649 1.22466  -0.0885
C -2.80181 -4.10694 1.38499  -0.1944
C -3.44574 -4.96220 0.29117  -0.0881
N 2.58535 -1.16740 -0.88244  -0.0334
C 5.13147 -3.52788 0.49145  -0.1979
C 5.41078 -3.15678 1.94999  -0.0824
H 0.60853 5.90418 -4.67265  0.0648
H 1.75741 5.29548 -3.46362  0.0755
H 0.06165 4.89134 -3.32751  0.0648
H 1.87442 3.99382 -5.63699  0.0979
H 0.20030 3.53274 -5.43473  0.1032
H 4.84655 2.70718 -3.68954  0.1103
H 3.93671 3.64279 -4.84879  0.1019
H 4.70947 0.69658 -5.21936  0.0610
H 5.49572 2.06726 -6.01590  0.0633
H 3.81115 1.66209 -6.38237  0.0725
H 4.74142 0.67141 -2.70321  0.1034
H 6.94276 -1.63835 -0.64258  0.1017
H 6.47745 -0.14357 -1.41773  0.1097
H 6.46912 -2.89995 -2.76413  0.0712
H 7.67070 -1.62867 -3.04043  0.0633
H 5.99159 -1.40133 -3.55033  0.0623
H 2.45773 -3.91301 1.06787  0.1064
H -3.44392 -1.96407 -0.18908  0.1043
H -1.15551 2.73682 -3.78230  0.0986
H -5.63503 0.52619 -1.95978  0.1040
H -5.15567 -0.57110 -0.68735  0.1095
H -5.09634 -1.24311 -3.67848  0.0615
H -6.31535 -1.80708 -2.52618  0.0658
H -4.63488 -2.34307 -2.38619  0.0622
H -3.33777 3.12821 -3.45197  0.1045
H -4.82123 2.28872 -3.07796  0.1051
H -2.90920 1.47045 -5.33375  0.0712
H -4.39053 2.41073 -5.56682  0.0654
H -4.47402 0.73828 -4.99858  0.0594
H -0.54982 -5.26412 2.83749  0.1052
H 1.12356 -4.83159 2.57201  0.1019
H -0.55374 -6.66604 0.77606  0.0610
H 0.77211 -7.16887 1.83331  0.0645
H 1.09351 -6.16738 0.41034  0.0726
H -3.48885 -3.31532 1.69346  0.1031
H -2.63050 -4.72010 2.27421  0.1049
H -3.65560 -4.36422 -0.59752  0.0607
H -4.38477 -5.40483 0.63142  0.0657
H -2.77847 -5.77082 -0.01370  0.0625
H 6.07270 -3.71368 -0.03391  0.0990
H 4.57385 -4.46861 0.45688  0.1030
H 6.02612 -2.25641 2.00297  0.0764
H 5.93460 -3.96167 2.47215  0.0640
H 4.48230 -2.94580 2.48286  0.0547
O -1.73960 0.92819 1.21558  -0.1244
H -1.87543 1.43533 2.02602  0.0229
H -2.12175 0.05877 1.42247  0.0199
O 2.88184 0.11416 1.73221  -0.1912
H 2.80751 -0.70409 2.26635  0.0114
H 2.65676 0.84436 2.32592  0.0129
O 0.73089 1.83642 2.45677  -0.2341
H 0.61360 2.78464 2.30626  0.0002
H 0.11963 1.55549 3.15852  0.0058
I 2.37040 3.17461 -0.03996  0.0249
N -1.57523 4.04001 0.26572  0.1071
C -2.40514 4.74957 1.13727  -0.3244
C -2.93446 5.98333 0.74940  -0.0483
C -3.73644 6.71643 1.60687  -0.0710
C -4.03678 6.24783 2.88062  -0.2810
C -3.49484 5.03573 3.27863  -0.0620
C -2.68517 4.29683 2.42462  -0.0383
S -5.16917 7.16384 3.92559  0.3899
O -4.78728 6.80420 5.28541  -0.3877
O -4.92704 8.55981 3.57848  -0.3905
O -6.49395 6.69070 3.54265  -0.3832
H -1.56704 3.03637 0.36358  0.0413
H -1.64672 4.31142 -0.70116  0.0739
H -2.70354 6.36698 -0.23982  0.0988
H -4.13862 7.67264 1.29746  0.1059
H -3.70401 4.67619 4.27811  0.1086
H -2.25824 3.36279 2.77956  0.0886
O 2.33501 -2.05534 3.45173  0.0163
C 1.15954 -1.82183 3.73267  -0.4993
N 0.31731 -1.04239 3.02705  -0.0433
S -1.07713 -0.83192 3.77753  0.6505
O -2.21300 -1.30124 3.01439  -0.2881
O -1.18589 0.53671 4.25563  -0.3089
C -0.77489 -1.93233 5.12415  -0.2076
C -1.59216 -2.32214 6.16696  -0.0306
C -1.06216 -3.23122 7.07467  -0.0809
C 0.23737 -3.71587 6.93029  -0.0776
C 1.04003 -3.30627 5.87264  -0.0080
C 0.50704 -2.40995 4.96534  -0.1271
H -2.59700 -1.93609 6.27202  0.1208
H -1.66522 -3.56829 7.90841  0.0991
H 0.62393 -4.42003 7.65654  0.0975
H 2.05215 -3.66667 5.74220  0.1181

Forces on the atoms, in the same order (eV/Å):
-0.311 -0.039 0.192
0.006 0.033 0.039
-0.010 -0.019 -0.020
-0.007 0.019 -0.009
-0.019 -0.017 -0.010
0.002 0.035 0.030
-0.014 -0.035 -0.025
0.043 -0.059 0.036
0.019 0.005 0.001
-0.040 -0.057 -0.095
-0.015 -0.006 0.020
-0.017 -0.006 -0.014
0.006 -0.021 -0.033
0.032 -0.030 -0.014
-0.066 -0.013 -0.016
0.047 -0.011 0.055
0.050 -0.019 -0.089
-0.015 -0.168 -0.019
0.058 -0.039 -0.060
-0.043 0.022 0.030
0.049 -0.079 -0.038
0.036 -0.072 -0.040
-0.011 -0.088 0.012
0.005 0.057 0.010
0.007 -0.051 0.017
0.033 0.054 0.053
0.013 0.024 0.011
-0.012 -0.015 0.028
-0.008 0.028 0.036
0.024 -0.031 -0.026
-0.001 0.010 0.034
0.009 -0.022 -0.039
-0.037 0.043 0.035
-0.016 0.002 -0.041
0.009 0.008 0.037
0.004 -0.030 -0.060
0.008 -0.005 0.010
-0.018 -0.023 -0.037
0.042 -0.142 -0.046
-0.015 -0.010 -0.010
0.008 0.022 0.043
-0.007 -0.006 -0.012
0.005 0.003 -0.010
0.008 -0.017 0.002
-0.004 0.000 -0.002
0.002 0.008 -0.003
0.001 0.004 -0.006
0.006 -0.001 0.003
-0.005 0.005 0.009
0.003 0.009 0.002
0.002 0.004 0.000
-0.001 0.004 0.001
0.004 -0.003 -0.007
0.004 -0.003 -0.001
0.002 0.001 0.006
0.004 0.006 0.007
-0.007 0.005 0.010
0.011 0.029 0.026
0.001 0.009 0.010
0.002 0.008 0.011
0.001 -0.007 -0.011
-0.016 0.013 -0.005
-0.004 0.004 0.004
-0.006 0.006 0.014
0.005 0.005 -0.005
-0.003 -0.003 0.003
-0.004 0.002 -0.018
0.003 0.011 0.005
-0.011 0.004 0.008
0.007 -0.003 0.011
0.009 -0.013 0.002
-0.010 0.007 0.008
0.000 0.015 -0.002
-0.007 0.005 0.020
0.006 0.008 0.011
0.000 -0.004 0.002
0.000 -0.008 -0.008
0.009 0.006 0.002
-0.003 0.010 0.012
0.006 0.003 0.012
0.008 -0.007 0.020
0.000 0.006 -0.010
-0.008 0.004 -0.007
0.009 -0.005 -0.010
-0.008 -0.011 -0.012
0.131 0.061 0.013
0.076 -0.068 0.051
-0.101 0.024 -0.082
-0.032 -0.120 -0.070
-0.036 0.054 0.059
-0.021 0.015 -0.011
-0.097 -0.005 0.013
0.135 0.014 -0.039
0.015 0.005 0.030
0.245 0.624 -0.016
0.076 -0.036 0.083
-0.091 0.071 -0.109
0.000 -0.014 -0.015
0.000 0.005 0.044
-0.011 -0.059 -0.187
-0.012 0.015 0.061
0.007 -0.035 0.057
0.094 0.029 0.058
0.003 -0.001 0.037
-0.007 0.039 0.015
-0.052 -0.041 -0.036
-0.163 -0.015 0.030
0.051 0.009 -0.010
-0.012 -0.006 -0.004
-0.007 0.006 0.015
-0.009 0.002 0.002
-0.001 0.010 -0.011
0.030 -0.015 0.015
-0.116 -0.011 -0.019
0.113 0.017 -0.083
-0.036 0.065 -0.083
-0.001 0.026 0.046
-0.035 0.006 -0.017
-0.088 -0.072 0.147
0.078 0.002 -0.013
0.019 -0.033 0.029
-0.015 0.013 -0.005
-0.014 0.006 -0.008
0.049 0.039 -0.064
-0.004 0.007 -0.009
-0.003 0.006 -0.001
-0.007 -0.005 0.001
-0.001 -0.007 0.005

***

Values of energy above the lowest of the compared OMol25 structures with the same formula, charge and spin, in order: 54.9; 0.0; 1.8, all in kcal per mole.
Values of total energy, in order: -1169.2660; -482.3566; -4034.9953, all in hartree.